Record 1
The following is a quantum chemistry calculation of the ion C8H14ClN2O with charge -1 at a distorted geometry, from the OMol25 dataset.

HOMO-LUMO gap: 6.404 eV
Electronic energy: -957.9926 Eh
Relative energy (zero: lowest compared OMol25 entry of this formula, charge and spin): 91.4 kJ/mol
Net charge: -1

Last column: natural (NBO) charge in e.
Element x y z (Å)
1 H -0.744 3.147 1.976  0.19
2 H -0.993 1.622 -0.647  0.19
3 H 0.585 -0.439 -2.913  0.21
4 C -0.011 -0.050 -2.006  -0.64
5 H -1.107 3.755 0.303  0.19
6 C -0.579 0.427 1.013  0.25
7 H -0.341 0.682 3.125  0.21
8 C -1.049 2.934 0.981  -0.47
9 C 1.793 -0.639 -0.157  -0.25
10 C -1.059 0.225 2.456  -0.71
11 C -0.809 1.764 0.388  -0.16
12 H 0.165 0.984 -1.656  0.24
13 H -0.747 -2.636 -1.881  0.19
14 H -1.069 -0.136 -2.386  0.20
15 O -0.897 -1.789 0.894  -0.65
16 H 0.309 -3.143 -0.461  0.25
17 C 0.312 -0.928 -0.860  0.06
18 N -0.621 -0.730 0.264  0.02
19 C 0.259 -2.382 -1.291  -0.62
20 H 2.040 -1.552 0.400  0.19
21 H -1.019 -0.885 2.470  0.28
22 N 1.790 0.448 0.684  -0.64
23 H 2.473 -0.744 -1.119  0.16
24 Cl 2.183 1.894 -0.224  -0.08
25 H 1.101 -2.478 -2.042  0.19
26 H -1.964 0.649 2.690  0.20

Record 2
The following is a quantum chemistry calculation of a cluster of 3 separate species, C8H14FN2O in total at a distorted geometry, from the OMol25 dataset.

<S²>: 2.0252
HOMO-LUMO gap (spin up / spin down): 6.568 / 5.804 eV
Electronic energy: -597.3634 Eh
Net charge: +1
Spin multiplicity: 3

Last column: natural (NBO) charge in e.
Element x y z (Å)
1 H -1.718 -3.168 2.997  0.17
2 C -1.724 -0.483 -1.324  -0.39
3 N -0.328 0.676 0.780  -0.40
4 H -2.616 -2.296 0.831  0.36
5 C -1.532 1.131 0.483  0.15
6 H -2.262 -0.975 -2.112  0.26
7 H 4.063 0.398 -2.714  0.17
8 C 0.288 1.278 1.942  -0.38
9 H -1.996 1.924 0.938  0.22
10 H -0.795 -1.655 3.025  0.15
11 N -1.970 -1.742 1.325  -0.67
12 H -0.169 0.827 2.900  0.22
13 H 1.311 -0.433 0.359  0.25
14 H 2.599 0.081 -3.316  0.19
15 C -2.283 0.595 -0.586  -0.11
16 C 3.160 0.839 -2.794  -0.25
17 H 3.385 1.900 -3.242  0.19
18 O 2.600 1.075 -1.490  -0.76
19 C -0.432 -0.874 -0.988  0.60
20 C 0.230 -0.274 0.067  0.08
21 H 1.290 0.838 1.841  0.21
22 C -1.572 -2.156 2.457  0.01
23 H -3.213 0.850 -0.835  0.23
24 H 3.341 1.139 -0.814  0.48
25 H 0.140 2.323 1.869  0.23
26 F 0.203 -1.818 -1.603  -0.22

Record 3
The following is a quantum chemistry calculation of an isolated molecule of C8H14INS at a distorted geometry, from the OMol25 dataset.

Structure (SMILES): [H]/N=C(/C)[C@H](C(=S)I)C(C)(C)C
HOMO-LUMO gap: 8.020 eV
Electronic energy: -1063.7658 Eh
Relative energy (zero: lowest compared OMol25 entry of this formula, charge and spin): 0.0 kJ/mol

Last column: natural (NBO) charge in e.
Element x y z (Å)
1 H 0.038 1.921 2.399  0.23
2 H -1.750 1.555 0.441  0.23
3 H 0.632 -2.709 -0.222  0.33
4 H 0.021 -0.529 2.715  0.22
5 H 1.449 0.850 -0.718  0.25
6 C 2.408 -0.814 0.390  -0.23
7 H 0.915 0.299 -2.936  0.20
8 H 0.599 2.304 0.716  0.21
9 C 1.161 -0.204 -0.185  -0.43
10 C 0.774 -1.177 -1.278  0.33
11 S 2.531 -2.211 1.204  0.14
12 H -0.333 -1.758 1.375  0.22
13 C 0.032 0.278 0.726  -0.07
14 H -0.646 1.385 -1.078  0.22
15 I 4.146 0.405 -0.105  0.15
16 H -0.414 -0.711 -2.858  0.23
17 H -1.512 -0.505 1.908  0.21
18 N 0.412 -2.375 -1.080  -0.61
19 C 0.613 1.532 1.457  -0.60
20 H 1.116 -1.426 -3.284  0.24
21 H -1.795 0.083 -0.588  0.22
22 C -1.034 0.862 -0.112  -0.62
23 C 0.588 -0.763 -2.691  -0.65
24 C -0.434 -0.759 1.748  -0.61
25 H 1.749 1.374 1.704  0.21

What did the second record say?
The following is a quantum chemistry calculation of a cluster of 3 separate species, C8H14FN2O in total at a distorted geometry, from the OMol25 dataset.

<S²>: 2.0252
HOMO-LUMO gap (spin up / spin down): 6.568 / 5.804 eV
Electronic energy: -597.3634 Eh
Net charge: +1
Spin multiplicity: 3

Last column: natural (NBO) charge in e.
Element x y z (Å)
1 H -1.718 -3.168 2.997  0.17
2 C -1.724 -0.483 -1.324  -0.39
3 N -0.328 0.676 0.780  -0.40
4 H -2.616 -2.296 0.831  0.36
5 C -1.532 1.131 0.483  0.15
6 H -2.262 -0.975 -2.112  0.26
7 H 4.063 0.398 -2.714  0.17
8 C 0.288 1.278 1.942  -0.38
9 H -1.996 1.924 0.938  0.22
10 H -0.795 -1.655 3.025  0.15
11 N -1.970 -1.742 1.325  -0.67
12 H -0.169 0.827 2.900  0.22
13 H 1.311 -0.433 0.359  0.25
14 H 2.599 0.081 -3.316  0.19
15 C -2.283 0.595 -0.586  -0.11
16 C 3.160 0.839 -2.794  -0.25
17 H 3.385 1.900 -3.242  0.19
18 O 2.600 1.075 -1.490  -0.76
19 C -0.432 -0.874 -0.988  0.60
20 C 0.230 -0.274 0.067  0.08
21 H 1.290 0.838 1.841  0.21
22 C -1.572 -2.156 2.457  0.01
23 H -3.213 0.850 -0.835  0.23
24 H 3.341 1.139 -0.814  0.48
25 H 0.140 2.323 1.869  0.23
26 F 0.203 -1.818 -1.603  -0.22